Molecular formula: C57H76O57
Method: DFT, ωB97M-V/def2-TZVPD

Its spin multiplicity is 1. The energy relative to the best compared isomer or geometry (same formula, charge and spin) comes out at 178.0 kcal/mol. The total energy comes out at -6506.212492 hartree.

Bonds (Å) are listed after each position.
Cartesian coordinates (Å):
1 C -22.7165 -8.6015 23.5917  C2 1.549, O6 1.414, H7 1.090, H8 1.090
2 C -23.9843 -9.2880 23.0246  C1 1.549, O3 1.410, H9 1.090, H10 1.090
3 O -23.6451 -9.3213 21.6568  C2 1.410, C4 1.382
4 C -22.2842 -9.2159 21.4421  O3 1.382, O5 1.213, O6 1.301
5 O -21.6125 -9.2165 20.4321  C4 1.213
6 O -21.7628 -8.8618 22.5803  C1 1.414, C4 1.301
7 H -22.4590 -9.1522 24.4965  C1 1.090
8 H -22.7964 -7.5592 23.9003  C1 1.090
9 H -24.9401 -8.7781 23.1455  C2 1.090
10 H -24.0412 -10.3381 23.3113  C2 1.090
11 C -21.4037 -5.7167 20.0842  C12 1.536, O16 1.393, H17 1.090, H18 1.090
12 C -22.6703 -5.2720 19.3375  C11 1.536, O13 1.347, H19 1.090, H20 1.090
13 O -22.4361 -5.7300 18.0925  C12 1.347, C14 1.395
14 C -21.2082 -6.3746 17.9417  O13 1.395, O15 1.236, O16 1.309
15 O -20.7775 -6.8391 16.8807  C14 1.236
16 O -20.5770 -6.2057 19.0755  C11 1.393, C14 1.309
17 H -21.5006 -6.3743 20.9481  C11 1.090
18 H -20.9666 -4.8198 20.5230  C11 1.090
19 H -22.6680 -4.1859 19.4298  C12 1.090
20 H -23.4943 -5.7738 19.8447  C12 1.090
21 C -18.6989 -9.5847 11.3778  C22 1.530, O26 1.376, H27 1.090, H28 1.090
22 C -18.6639 -8.3927 12.3364  C21 1.530, O23 1.373, H29 1.090, H30 1.090
23 O -17.4281 -8.4233 12.9344  C22 1.373, C24 1.327
24 C -16.6638 -9.3550 12.3785  O23 1.327, O25 1.246, O26 1.351
25 O -15.4839 -9.6578 12.6422  C24 1.246
26 O -17.3862 -9.9950 11.4331  C21 1.376, C24 1.351
27 H -19.0160 -9.4376 10.3454  C21 1.090
28 H -19.3492 -10.3308 11.8343  C21 1.090
29 H -19.4608 -8.5564 13.0619  C22 1.090
30 H -18.9702 -7.4666 11.8499  C22 1.090
31 C -18.0987 -4.2269 18.7229  C32 1.548, O36 1.383, H37 1.090, H38 1.090
32 C -18.8765 -3.2576 17.7996  C31 1.548, O33 1.415, H39 1.090, H40 1.090
33 O -19.4320 -2.3994 18.7772  C32 1.415, C34 1.332
34 C -19.1099 -2.7164 20.0301  O33 1.332, O35 1.211, O36 1.342
35 O -19.4546 -2.1184 21.0254  C34 1.211
36 O -18.3794 -3.8421 20.0214  C31 1.383, C34 1.342
37 H -17.0469 -4.1170 18.4588  C31 1.090
38 H -18.3762 -5.2683 18.5599  C31 1.090
39 H -19.7610 -3.7636 17.4126  C32 1.090
40 H -18.0932 -2.8151 17.1842  C32 1.090
41 C -23.4182 -13.3544 16.8999  C42 1.570, O46 1.440, H47 1.090, H48 1.090
42 C -24.4917 -12.7456 15.9301  C41 1.570, O43 1.369, H49 1.090, H50 1.090
43 O -24.0817 -13.3425 14.7681  C42 1.369, C44 1.401
44 C -22.7809 -13.8615 14.8138  O43 1.401, O45 1.262, O46 1.305
45 O -22.1560 -14.3768 13.8464  C44 1.262
46 O -22.3305 -13.7221 16.0311  C41 1.440, C44 1.305
47 H -23.8074 -14.2499 17.3844  C41 1.090
48 H -23.1317 -12.6224 17.6550  C41 1.090
49 H -24.3171 -11.6701 15.9010  C42 1.090
50 H -25.5168 -12.9628 16.2303  C42 1.090
51 C -26.2375 -10.7161 20.7553  C52 1.551, O56 1.385, H57 1.090, H58 1.090
52 C -25.2735 -10.9159 19.5573  C51 1.551, O53 1.360, H59 1.090, H60 1.090
53 O -24.2811 -11.7320 20.0035  C52 1.360, C54 1.448
54 C -24.8061 -12.3393 21.2088  O53 1.448, O55 1.243, O56 1.306
55 O -24.3325 -13.3500 21.7558  C54 1.243
56 O -25.9388 -11.7975 21.5670  C51 1.385, C54 1.306
57 H -27.2656 -10.7803 20.3989  C51 1.090
58 H -26.1419 -9.7925 21.3262  C51 1.090
59 H -24.7931 -9.9761 19.2853  C52 1.090
60 H -25.8763 -11.2187 18.7011  C52 1.090
61 C -27.4086 -5.8393 19.2505  C62 1.505, O66 1.442, H67 1.090, H68 1.090
62 C -27.7150 -6.0546 17.7929  C61 1.505, O63 1.402, H69 1.090, H70 1.090
63 O -26.7341 -7.0036 17.4715  C62 1.402, C64 1.362
64 C -25.7498 -7.1174 18.4062  O63 1.362, O65 1.240, O66 1.293
65 O -24.6640 -7.6979 18.2615  C64 1.240
66 O -26.0959 -6.4091 19.4312  C61 1.442, C64 1.293
67 H -28.2433 -6.3306 19.7505  C61 1.090
68 H -27.3220 -4.7599 19.3756  C61 1.090
69 H -27.5951 -5.1355 17.2193  C62 1.090
70 H -28.7530 -6.3827 17.7390  C62 1.090
71 C -20.8902 -6.0362 13.7290  C72 1.533, O76 1.438, H77 1.090, H78 1.090
72 C -21.3306 -4.5678 13.7531  C71 1.533, O73 1.493, H79 1.090, H80 1.090
73 O -20.1028 -3.8621 14.2270  C72 1.493, C74 1.374
74 C -19.0750 -4.7631 14.3635  O73 1.374, O75 1.245, O76 1.337
75 O -17.9003 -4.4059 14.5725  C74 1.245
76 O -19.4905 -5.9959 14.0565  C71 1.438, C74 1.337
77 H -20.8573 -6.5713 12.7799  C71 1.090
78 H -21.3951 -6.6555 14.4704  C71 1.090
79 H -22.1980 -4.3571 14.3788  C72 1.090
80 H -21.5099 -4.2502 12.7260  C72 1.090
81 C -18.9582 -12.9412 15.0974  C82 1.507, O86 1.367, H87 1.090, H88 1.090
82 C -18.0911 -11.9254 14.4003  C81 1.507, O83 1.414, H89 1.090, H90 1.090
83 O -17.3493 -12.6881 13.4693  C82 1.414, C84 1.366
84 C -17.3128 -13.9277 14.0409  O83 1.366, O85 1.242, O86 1.333
85 O -16.5078 -14.8120 13.7058  C84 1.242
86 O -18.2439 -14.1001 14.9785  C81 1.367, C84 1.333
87 H -19.8708 -12.9045 14.5025  C81 1.090
88 H -19.0720 -12.4998 16.0876  C81 1.090
89 H -17.4867 -11.3265 15.0816  C82 1.090
90 H -18.7481 -11.2537 13.8478  C82 1.090
91 C -15.6719 -16.5812 17.1421  C92 1.600, O96 1.405, H97 1.090, H98 1.090
92 C -15.2505 -15.0844 17.5185  C91 1.600, O93 1.411, H99 1.090, H100 1.090
93 O -16.4080 -14.6659 18.2091  C92 1.411, C94 1.313
94 C -17.4302 -15.4647 18.0061  O93 1.313, O95 1.247, O96 1.374
95 O -18.5644 -15.2753 18.4877  C94 1.247
96 O -17.0648 -16.5990 17.3225  C91 1.405, C94 1.374
97 H -15.1498 -17.3114 17.7603  C91 1.090
98 H -15.4204 -16.8979 16.1299  C91 1.090
99 H -15.2213 -14.5429 16.5730  C92 1.090
100 H -14.3214 -15.1403 18.0857  C92 1.090
101 C -23.0746 -11.4292 11.6470  C102 1.561, O106 1.381, H107 1.090, H108 1.090
102 C -24.0880 -11.7727 10.5110  C101 1.561, O103 1.406, H109 1.090, H110 1.090
103 O -23.4754 -11.2270 9.3697  C102 1.406, C104 1.332
104 C -22.5108 -10.3957 9.7610  O103 1.332, O105 1.235, O106 1.326
105 O -21.9124 -9.6772 8.9548  C104 1.235
106 O -22.3154 -10.4292 11.0720  C101 1.381, C104 1.326
107 H -22.3850 -12.2153 11.9545  C101 1.090
108 H -23.3652 -11.0737 12.6356  C101 1.090
109 H -25.0740 -11.3148 10.5912  C102 1.090
110 H -24.2168 -12.8348 10.3026  C102 1.090
111 C -29.8054 -9.5213 17.0157  C112 1.513, O116 1.438, H117 1.090, H118 1.090
112 C -28.9448 -9.4141 18.2556  C111 1.513, O113 1.419, H119 1.090, H120 1.090
113 O -27.6785 -9.9316 17.8796  C112 1.419, C114 1.246
114 C -27.6235 -10.1030 16.6466  O113 1.246, O115 1.222, O116 1.313
115 O -26.6237 -10.4109 16.0159  C114 1.222
116 O -28.7642 -9.8091 16.0665  C111 1.438, C114 1.313
117 H -30.2748 -8.5504 16.8575  C111 1.090
118 H -30.6703 -10.1829 17.0643  C111 1.090
119 H -29.4348 -9.9748 19.0515  C112 1.090
120 H -28.8403 -8.3815 18.5886  C112 1.090
121 C -20.3515 -12.6101 20.2372  C122 1.529, O126 1.384, H127 1.090, H128 1.090
122 C -20.8096 -13.8808 20.9545  C121 1.529, O123 1.408, H129 1.090, H130 1.090
123 O -19.7835 -14.1099 21.8918  C122 1.408, C124 1.273
124 C -18.8021 -13.3055 21.7860  O123 1.273, O125 1.226, O126 1.407
125 O -17.8850 -13.2368 22.5963  C124 1.226
126 O -19.0269 -12.5348 20.6300  C121 1.384, C124 1.407
127 H -20.9222 -11.7217 20.5074  C121 1.090
128 H -20.5269 -12.7984 19.1780  C121 1.090
129 H -20.9045 -14.7620 20.3201  C122 1.090
130 H -21.7235 -13.4951 21.4061  C122 1.090
131 C -20.5129 -10.0326 17.3386  C132 1.458, O136 1.390, H137 1.090, H138 1.090
132 C -21.9633 -9.9646 17.4731  C131 1.458, O133 1.453, H139 1.090, H140 1.090
133 O -22.3873 -10.5349 16.2052  C132 1.453, C134 1.308
134 C -21.3734 -10.5500 15.3787  O133 1.308, O135 1.219, O136 1.322
135 O -21.4657 -10.7020 14.1729  C134 1.219
136 O -20.3339 -9.9779 15.9608  C131 1.390, C134 1.322
137 H -20.1150 -11.0240 17.5554  C131 1.090
138 H -20.0093 -9.2212 17.8641  C131 1.090
139 H -22.2592 -8.9155 17.4839  C132 1.090
140 H -22.2818 -10.5737 18.3190  C132 1.090
141 C -16.5464 -13.0620 10.1194  C142 1.524, O146 1.427, H147 1.090, H148 1.090
142 C -16.9641 -12.4671 8.7799  C141 1.524, O143 1.428, H149 1.090, H150 1.090
143 O -18.3644 -12.2197 8.9145  C142 1.428, C144 1.430
144 C -18.8423 -13.0556 9.9716  O143 1.430, O145 1.245, O146 1.332
145 O -20.0011 -13.2798 10.3690  C144 1.245
146 O -17.7855 -13.6237 10.5498  C141 1.427, C144 1.332
147 H -16.2378 -12.3071 10.8426  C141 1.090
148 H -15.6998 -13.7455 10.0544  C141 1.090
149 H -16.8401 -13.1358 7.9282  C142 1.090
150 H -16.3825 -11.5620 8.6049  C142 1.090
151 C -18.0877 -6.5812 22.6900  C152 1.528, O156 1.409, H157 1.090, H158 1.090
152 C -19.0585 -7.7181 22.3733  C151 1.528, O153 1.412, H159 1.090, H160 1.090
153 O -18.4521 -8.4398 21.3226  C152 1.412, C154 1.386
154 C -17.1121 -8.0897 21.2753  O153 1.386, O155 1.253, O156 1.323
155 O -16.2574 -8.6255 20.5322  C154 1.253
156 O -16.9025 -7.1532 22.1861  C151 1.409, C154 1.323
157 H -18.0209 -6.3878 23.7606  C151 1.090
158 H -18.3597 -5.6411 22.2101  C151 1.090
159 H -20.0927 -7.4313 22.1832  C152 1.090
160 H -19.2057 -8.4424 23.1744  C152 1.090
161 C -14.3241 -12.4173 19.8444  C162 1.503, O166 1.395, H167 1.090, H168 1.090
162 C -14.5447 -11.2563 18.9152  C161 1.503, O163 1.398, H169 1.090, H170 1.090
163 O -13.4158 -10.4568 19.1137  C162 1.398, C164 1.361
164 C -12.9214 -10.7908 20.3370  O163 1.361, O165 1.218, O166 1.280
165 O -12.1927 -10.0524 20.9747  C164 1.218
166 O -13.3451 -11.9379 20.7156  C161 1.395, C164 1.280
167 H -14.0042 -13.3136 19.3130  C161 1.090
168 H -15.2062 -12.6460 20.4423  C161 1.090
169 H -15.5307 -10.8023 19.0142  C162 1.090
170 H -14.4237 -11.6249 17.8966  C162 1.090
171 C -25.0685 -8.3271 14.7142  C172 1.526, O176 1.393, H177 1.090, H178 1.090
172 C -24.6498 -6.8783 14.9483  C171 1.526, O173 1.392, H179 1.090, H180 1.090
173 O -23.7247 -6.6124 13.9423  C172 1.392, C174 1.290
174 C -23.8499 -7.5190 13.0328  O173 1.290, O175 1.253, O176 1.369
175 O -23.1501 -7.5001 11.9937  C174 1.253
176 O -24.7992 -8.4522 13.3533  C171 1.393, C174 1.369
177 H -26.1492 -8.4633 14.6729  C171 1.090
178 H -24.6305 -9.0493 15.4031  C171 1.090
179 H -24.2854 -6.6337 15.9460  C172 1.090
180 H -25.4990 -6.1965 14.9026  C172 1.090
181 C -16.2684 -8.4143 16.7010  C182 1.529, O186 1.428, H187 1.090, H188 1.090
182 C -17.1310 -7.4477 17.5126  C181 1.529, O183 1.385, H189 1.090, H190 1.090
183 O -16.3326 -6.3261 17.6657  C182 1.385, C184 1.416
184 C -14.9859 -6.7565 17.5940  O183 1.416, O185 1.224, O186 1.375
185 O -14.0443 -6.0137 17.8363  C184 1.224
186 O -14.9684 -8.0671 17.1785  C181 1.428, C184 1.375
187 H -16.2822 -8.2773 15.6198  C181 1.090
188 H -16.5051 -9.4748 16.7867  C181 1.090
189 H -17.4199 -7.8228 18.4944  C182 1.090
190 H -18.0428 -7.2322 16.9555  C182 1.090